Density functional theory data (ωB97M-V/def2-TZVPD) for C3H6FKO2 as an isolated structure in a non-equilibrium geometry.

Last column: Löwdin charge in e.
Positions of all 13 atoms, in Å:
C 0.054107 -0.588811 -0.588612  -0.20
H -2.148581 0.342606 0.610997  0.09
O -0.697581 -1.135267 0.455472  -0.31
H -2.566595 -1.052100 -0.428798  0.09
H -2.520551 -1.261743 1.349571  0.08
F -1.680480 -0.484466 -4.330731  -0.15
C -2.058055 -0.748825 0.499011  -0.11
H 2.035111 -0.260767 -1.248348  0.10
K 0.949511 -1.834347 2.359082  0.99
O 1.983370 -1.167764 0.607267  -0.42
H -0.436930 0.031883 -1.342308  0.09
H -1.151087 -1.169738 -3.839004  0.14
C 1.415584 -0.704689 -0.450260  -0.39

Cartesian forces, eV/Å:
1.249 0.204 -0.547
-0.070 -0.208 0.030
-0.727 -0.064 0.517
-0.011 0.080 0.192
0.047 0.153 -0.166
1.685 -2.244 1.577
0.259 0.037 -0.350
-0.165 -0.176 0.019
-0.946 -0.732 1.844
1.354 0.134 -1.682
-0.011 -0.441 0.226
-1.638 2.253 -1.485
-1.026 1.005 -0.175

Summary:
**Total charge**: 0
**Energy**: -26344.3061 eV
**Strongest force on any atom**: 3.2 eV/Å
**ΔE to the lowest compared entry with this formula, charge and spin**: 0.244 eV

=====

Density functional theory data (ωB97M-V/def2-TZVPD) for a 2-piece molecular cluster, C3H6FN overall in a non-equilibrium geometry.

Last column: natural (NBO) charge in e.
Positions of all 11 atoms, in Å:
H 1.014912 1.248585 0.960419  0.23
F -0.006733 -1.791551 0.064643  -0.32
H 1.616341 -0.524025 -1.475379  0.21
H -1.818788 -0.034400 -0.721752  0.30
H 2.247859 1.319436 -1.106091  0.21
H -0.535560 -0.552642 1.579384  0.17
C 1.557685 0.407557 -0.901177  -0.37
H -2.755790 -0.311778 0.559441  0.29
C 0.888463 0.421460 0.259785  -0.34
N -2.301789 0.475766 0.049011  -0.65
C 0.093401 -0.658409 0.731717  0.28

Cartesian forces, eV/Å:
-0.445 -0.094 -0.289
0.007 -0.478 -0.407
-0.057 0.709 -0.155
-0.448 0.467 0.326
-1.319 -1.975 -0.042
-0.275 -0.356 0.744
2.113 1.288 -0.632
0.163 0.506 -0.293
-0.591 -0.984 1.100
0.395 -1.067 -0.105
0.457 1.983 -0.247

Summary:
**Total charge**: 0
**Energy**: -7411.5301 eV
**Strongest force on any atom**: 2.6 eV/Å
**ΔE to the lowest compared entry with this formula, charge and spin**: 3.332 eV

=====

Density functional theory data (ωB97M-V/def2-TZVPD) for C3H6FN2S as an isolated structure in a non-equilibrium geometry.

Last column: natural (NBO) charge in e.
Positions of all 13 atoms, in Å:
N 0.185100 -1.059316 1.823023  -0.74
H -1.672963 0.536272 -2.076797  0.22
H 1.013140 -0.208987 -2.505811  0.25
C 0.459950 0.030979 -1.565385  0.21
H 0.789494 -1.916011 1.662180  0.47
C 0.509593 -0.029229 0.749036  0.15
F -0.388783 2.151430 -1.959586  -0.32
S -1.434431 1.149237 0.215684  0.05
N 0.978103 -0.411432 -0.480237  -0.44
H 0.251095 -0.677568 2.802547  0.47
H -0.831354 -1.355952 1.682480  0.47
C -0.827824 0.977283 -1.449304  -0.04
H 0.968882 0.813296 1.102171  0.23

Cartesian forces, eV/Å:
-0.805 -0.719 -1.029
1.182 0.794 0.471
-0.892 0.513 0.583
0.116 -0.406 1.707
-0.617 1.051 0.561
-3.482 0.645 -1.355
0.058 0.644 -0.413
2.334 -1.827 0.595
-0.556 -0.485 -0.474
0.265 -0.424 -1.192
1.436 0.353 0.166
-0.561 -1.762 -1.049
1.523 1.624 1.428

Summary:
**Total charge**: +1
**Energy**: -19731.8843 eV
**Strongest force on any atom**: 3.8 eV/Å
**ΔE to the lowest compared entry with this formula, charge and spin**: 0.957 eV

=====

What is the formula in the first record?
C3H6FKO2